No. 1
The molecule C4H10N2O at a distorted geometry. Source: OMol25; level of theory: ωB97M-V with the def2-TZVPD basis set.

Last columns: bonded neighbours and bond lengths (Å).
CARTESIAN COORDINATES (ANGSTROEM)
1 H 3.0940 0.3827 -1.0546  N2 1.004
2 N 2.3106 -0.1932 -0.8044  H1 1.004, C3 1.259
3 C 1.4595 0.4775 -0.1630  N2 1.259, N4 1.370, H9 1.053
4 N 0.3118 -0.0355 0.3824  C3 1.370, C5 1.462, O7 1.425
5 C -0.2424 -1.2528 -0.2075  N4 1.462, C6 1.529, H10 1.086, H11 1.074
6 C -0.6973 -1.0055 -1.6461  C5 1.529, H12 1.096, H13 1.138, H14 1.149
7 O -0.6563 0.9988 0.5350  N4 1.425, C8 1.401
8 C -0.9880 1.2399 1.8743  O7 1.401, H15 1.127, H16 1.112, H17 1.075
9 H 1.4919 1.5205 -0.0205  C3 1.053
10 H 0.5515 -1.9849 -0.0904  C5 1.086
11 H -1.0603 -1.4072 0.4706  C5 1.074
12 H 0.1517 -0.8229 -2.3153  C6 1.096
13 H -1.2292 -0.0003 -1.6007  C6 1.138
14 H -1.3351 -1.8880 -2.0137  C6 1.149
15 H -0.0916 1.6964 2.3819  C8 1.127
16 H -1.2814 0.3182 2.4225  C8 1.112
17 H -1.7893 1.9562 1.8497  C8 1.075

## Properties
- molecular weight (g/mol) = 102.137
- electronic energy (eV) = -9335.41521
- orbital gap (eV) = 10.04
- charge = 0
- E_HOMO (Ha) = -0.332
- LUMO (eV) = 0.99

***

No. 2
The molecule CF2O2S at a distorted geometry. Source: OMol25; level of theory: ωB97M-V with the def2-TZVPD basis set.

Last columns: bonded neighbours and bond lengths (Å).
CARTESIAN COORDINATES (ANGSTROEM)
1 C -0.2805 0.8216 -0.2061  O2 1.177, F4 1.429, S6 1.969
2 O -0.1460 1.7106 0.5528  C1 1.177
3 O -0.1767 -1.9813 -0.3914  S6 1.407
4 F -0.3377 0.9198 -1.6304  C1 1.429
5 F 1.2295 -0.4914 1.0845  S6 1.669
6 S -0.2887 -0.9793 0.5906  C1 1.969, O3 1.407, F5 1.669

## Properties
- molecular weight (g/mol) = 114.072
- electronic energy (eV) = -21400.58725
- orbital gap (eV) = 10.46
- charge = 0
- E_HOMO (Ha) = -0.406
- LUMO (eV) = -0.60